Entry 1:
An isolated ion of composition C4H7N2O and charge -1 at a distorted geometry. Source: OMol25; level of theory: wB97M-V/def2-TZVPD.

The calculation puts the HOMO energy at -3.27 eV. The total energy comes out at -341.21004 Ha. Its net charge is -1. The value obtained for the energy above the lowest of the compared OMol25 structures with the same formula, charge and spin is 247.05 kJ/mol. As for the LUMO energy: 4.01 eV. As for the frontier orbital gap: 7.28 eV.

Last column: Mulliken charge in e.
Atoms and positions in Å:
C 0.11649 -0.40238 -0.59870  0.20
C -2.40869 1.20269 0.82325  -0.77
C -1.70386 -0.92790 0.66472  -0.48
C 1.59864 0.02045 -0.81199  -0.82
N -0.29940 -0.79762 0.52774  -0.59
N -2.42082 0.17864 0.04202  0.48
O -2.85430 -0.13052 -1.20575  -0.74
H -2.91464 1.97555 0.12538  0.09
H -0.62714 -0.23908 -1.43851  0.35
H -2.07171 -1.78975 -0.01946  0.32
H -2.07200 -1.32371 1.66898  0.25
H 2.30477 -0.80985 -1.30943  0.19
H 2.01986 0.35313 0.09120  0.29
H 1.54240 0.75577 -1.69672  0.24

=====

Entry 2:
An isolated ion of composition C4H7N2O and charge +1 at a distorted geometry. Source: OMol25; level of theory: wB97M-V/def2-TZVPD.

The calculation puts the HOMO energy at -14.76 eV. The total energy comes out at -340.97184 Ha. Its net charge is +1. The value obtained for the energy above the lowest of the compared OMol25 structures with the same formula, charge and spin is 431.65 kJ/mol. As for the LUMO energy: -5.00 eV. As for the frontier orbital gap: 9.76 eV.

Last column: Mulliken charge in e.
Atoms and positions in Å:
C 0.04272 -2.18834 -0.08833  -0.61
O -0.19644 -0.66231 0.03639  -0.33
C 0.47331 0.44278 0.01671  0.86
C -0.52710 1.63037 0.01639  -1.20
C 1.86322 0.87616 -0.05964  -0.35
N 2.83253 0.09171 0.03797  0.64
N 3.66678 -0.61831 0.07147  -0.48
H 1.02649 -2.55224 -0.20526  0.36
H -0.55192 -2.44900 0.84945  0.26
H -0.39862 -2.36678 -0.94852  0.32
H -0.84597 1.69538 -1.15907  0.30
H -0.07593 2.53418 0.45196  0.37
H -1.40532 1.47564 0.49633  0.42
H 2.20418 1.82422 -0.32130  0.44

=====

Entry 3:
An isolated ion of composition C4H7N2O and charge +1 at a distorted geometry. Source: OMol25; level of theory: wB97M-V/def2-TZVPD.

The calculation puts the HOMO energy at -14.17 eV. The total energy comes out at -340.97795 Ha. Its net charge is +1. The value obtained for the energy above the lowest of the compared OMol25 structures with the same formula, charge and spin is 415.60 kJ/mol. As for the LUMO energy: -5.98 eV. As for the frontier orbital gap: 8.19 eV.

Last column: Mulliken charge in e.
Atoms and positions in Å:
C 1.36910 1.64867 -0.68634  -0.73
C 1.06724 0.50148 -0.09261  -0.14
C -0.12863 -0.27204 -0.47657  -0.50
C -1.24462 -0.54230 0.73944  0.15
O -1.99221 -1.67560 0.57764  -0.52
N -2.06182 0.54290 0.80502  0.62
N -2.67230 1.46886 0.83738  -0.17
H 2.32463 2.26302 -0.47179  0.24
H 0.90544 2.02695 -1.59996  0.25
H 1.51700 0.06726 0.75813  0.34
H 0.38590 -1.32329 -0.63695  0.27
H -0.60536 0.15583 -1.35928  0.43
H -0.56742 -0.58035 1.66930  0.34
H -1.53816 -2.57543 0.86234  0.41

=====

Entry 4:
An isolated ion of composition C4H7N2O2 and charge +1 at a distorted geometry. Source: OMol25; level of theory: wB97M-V/def2-TZVPD.

The calculation puts the HOMO energy at -13.32 eV. The total energy comes out at -416.24741 Ha. Its net charge is +1. The value obtained for the energy above the lowest of the compared OMol25 structures with the same formula, charge and spin is 294.91 kJ/mol. As for the LUMO energy: -3.44 eV. As for the frontier orbital gap: 9.88 eV.

Last column: Mulliken charge in e.
Atoms and positions in Å:
C -1.97407 2.76571 -1.06565  -0.10
C -1.18802 1.85318 -0.92752  -0.34
N 0.10843 1.46511 -0.75307  -0.08
C 0.62552 0.27310 -0.37340  0.36
O 1.76654 -0.05188 -0.53120  -0.56
C -0.13387 -0.74532 0.57035  -0.11
N 0.62503 -2.19148 0.31820  -0.34
O 0.12064 -0.47037 1.85858  -0.51
H -2.98078 3.18628 -1.24126  0.35
H 0.77957 2.22844 -1.05526  0.31
H -1.14328 -0.88578 0.26753  0.54
H -0.03566 -3.00307 0.13154  0.37
H 0.98317 -2.18693 1.27495  0.31
H 1.40017 -2.19852 -0.40969  0.37
H 1.04659 -0.03846 1.93591  0.43

=====

Entry 5:
An isolated ion of composition C4H7N2O2 and charge +1 at a distorted geometry. Source: OMol25; level of theory: wB97M-V/def2-TZVPD.

The calculation puts the HOMO energy at -13.42 eV. The total energy comes out at -416.21724 Ha. Its net charge is +1. The value obtained for the energy above the lowest of the compared OMol25 structures with the same formula, charge and spin is 374.12 kJ/mol. As for the LUMO energy: -4.11 eV. As for the frontier orbital gap: 9.31 eV.

Last column: Mulliken charge in e.
Atoms and positions in Å:
C -0.92958 1.55362 -1.60498  -1.21
C -0.66096 0.49941 -0.56073  0.56
N 0.28722 0.63676 0.36698  -0.08
C 0.30531 -0.61561 1.03899  0.55
C 1.64745 -1.36661 1.68997  -0.45
O 0.53805 -0.78863 2.34793  -0.38
O -0.63733 -1.46625 0.47529  -0.23
N -1.19661 -0.72508 -0.54673  0.08
H -0.04523 1.69911 -2.24395  0.37
H -1.07488 2.48934 -1.18515  0.39
H -1.72301 1.21270 -2.24588  0.34
H 0.97567 1.30141 0.10144  0.30
H 1.82095 -2.37952 1.70260  0.30
H 2.58439 -0.73765 1.64871  0.22
H -1.89146 -1.31302 -0.98448  0.24

=====

Entry 6:
One molecule with the formula C4H7N2O4P at a distorted geometry. Source: OMol25; level of theory: wB97M-V/def2-TZVPD.

The calculation puts the HOMO energy at -10.31 eV. The total energy comes out at -908.39026 Ha. Its net charge is 0. The value obtained for the energy above the lowest of the compared OMol25 structures with the same formula, charge and spin is 0.00 kJ/mol. As for the LUMO energy: -1.21 eV. As for the frontier orbital gap: 9.10 eV.

Last column: Mulliken charge in e.
Atoms and positions in Å:
C -0.23684 -1.23408 1.79855  -0.70
O -0.48683 -0.84134 0.45821  -0.33
P -0.63352 0.71171 0.08295  0.97
O -0.02275 1.64846 1.02073  -0.73
O -0.08889 0.73040 -1.42203  -0.30
C 1.30284 0.88756 -1.64623  -0.67
C -2.40749 1.02271 -0.40362  0.61
C -2.53408 2.28994 -1.05214  -0.13
N -2.57945 3.30718 -1.56819  -0.37
N -3.28961 0.81589 0.69466  -0.17
O -2.74200 0.36935 1.67368  -0.20
H -1.12947 -1.70613 2.20865  0.25
H 0.03029 -0.36916 2.40744  0.36
H 0.58706 -1.94906 1.78726  0.25
H 1.64303 1.85539 -1.26957  0.31
H 1.44653 0.83649 -2.72499  0.24
H 1.87282 0.09328 -1.15958  0.28
H -2.76629 0.14657 -1.32487  0.31

=====

Entry 7:
An isolated ion of composition C4H7N2O4PS and charge -2 at a distorted geometry. Source: OMol25; level of theory: wB97M-V/def2-TZVPD.

The calculation puts the HOMO energy at -1.15 eV. The total energy comes out at -1306.62137 Ha. Its net charge is -2. The value obtained for the energy above the lowest of the compared OMol25 structures with the same formula, charge and spin is 96.87 kJ/mol. As for the LUMO energy: 5.88 eV. As for the frontier orbital gap: 7.03 eV.

Last column: Mulliken charge in e.
Atoms and positions in Å:
C -1.57610 -1.80094 -0.28466  0.54
C -1.07854 2.11937 -0.02440  0.28
C -1.49986 -0.28825 -0.79610  -1.05
C -0.61182 0.63546 0.04115  0.61
N 1.52331 -1.33272 1.07325  -0.68
N 0.77161 0.71284 -0.50484  -0.37
O -0.84565 -2.14785 0.70617  -0.75
O -0.20416 2.98270 -0.05476  -0.77
O -2.49149 -2.43339 -0.85331  -0.76
O -2.28765 2.34765 -0.08625  -0.75
P 3.76838 0.02360 -0.39156  -0.23
S 1.75766 -0.64604 -0.50308  -0.08
H -1.03062 -0.15249 -1.78264  0.33
H -2.45379 0.09827 -0.85338  0.40
H -0.50960 0.42055 1.15814  0.21
H 1.15869 -0.59457 1.63706  0.39
H 1.18559 1.65603 -0.25757  0.33
H 3.52671 0.48520 0.87996  -0.10
H 0.89732 -2.08542 0.89682  0.44

=====

Entry 8:
One molecule with the formula C4H7N2OP at a distorted geometry. Source: OMol25; level of theory: wB97M-V/def2-TZVPD.

The calculation puts the HOMO energy (spin up / spin down) at -5.21 / -8.38 eV. The total energy comes out at -682.53421 Ha. Its net charge is 0. The spin multiplicity is 3. The value obtained for the energy above the lowest of the compared OMol25 structures with the same formula, charge and spin is 161.61 kJ/mol. As for the LUMO energy (spin up / spin down): 0.90 / -1.95 eV. As for the frontier orbital gap (spin up / spin down): 6.11 / 6.42 eV.

Last column: Mulliken charge in e.
Atoms and positions in Å:
C -1.45261 -1.76156 1.01369  0.10
C -0.76667 -0.69108 1.56213  -0.63
C -1.26885 -1.81605 -0.34823  -0.47
C -0.17105 0.03659 0.59241  0.40
N 0.32848 2.13754 -0.98231  -0.48
N 2.31450 0.67114 -0.44826  -0.50
O -0.50628 -0.92184 -0.85721  -0.41
P 1.07909 1.35552 0.43178  0.15
H -2.16190 -2.49572 1.59253  0.28
H -1.14694 -0.41109 2.57595  0.27
H -1.58888 -2.50882 -1.06327  0.47
H -0.68224 2.19712 -0.92873  0.21
H 0.64099 2.91801 -1.43570  0.15
H 2.14089 0.20507 -1.32302  0.24
H 3.24145 1.08516 -0.38175  0.22